94
Properties=species:S:1:pos:R:3 method="wB97M-V/def2-TZVPD" charge=0 relative_energy_kj_mol=0.0 homo_ev=-9.5 e_lumo_ev=0.5 orbital_gap_ev=9.9790 fmax_ha_per_bohr=0.0558
C 2.9664 -2.6365 -1.8879
C 4.1028 -2.4195 -0.8409
O 3.4953 -2.0466 0.3697
O 2.2426 -3.6924 -1.2795
H 3.2473 -2.8984 -2.9044
H 2.3612 -1.7342 -1.9058
H 4.8732 -1.6589 -1.0791
H 4.6362 -3.3974 -0.6445
H 2.7700 -2.7301 0.5690
H 1.3069 -3.4746 -1.3217
C -1.5608 1.0629 5.8619
C -0.6417 0.6074 4.7940
O -1.2740 -0.1246 3.7374
O -2.1796 -0.0126 6.5353
H -2.3547 1.6636 5.4518
H -1.0042 1.7372 6.5239
H 0.1279 -0.0686 5.2334
H -0.1381 1.5214 4.3103
H -1.0584 0.3159 2.8789
H -2.3848 -0.6900 5.8710
C -3.6826 2.6383 -2.6555
C -2.4195 3.0218 -3.4342
O -1.3125 2.8259 -2.5830
O -3.6401 3.5200 -1.4992
H -3.7091 1.5510 -2.4081
H -4.4667 3.0317 -3.2915
H -2.5871 4.0588 -3.7234
H -2.2725 2.3502 -4.3106
H -1.3589 3.4432 -1.8303
H -3.6629 3.0737 -0.6682
C 0.8287 -4.4937 3.3978
C 0.3103 -3.7055 2.1878
O 1.2446 -3.7022 1.1708
O 0.6071 -3.8289 4.5896
H 1.8886 -4.8367 3.3076
H 0.3359 -5.4732 3.4669
H 0.1932 -2.6479 2.4281
H -0.7059 -3.9995 1.8916
H 1.2001 -4.5352 0.7415
H 1.2168 -3.1044 4.6473
C -1.8167 -4.1646 -3.0250
C -1.7000 -4.4570 -1.5236
O -0.7768 -3.5583 -0.9421
H -2.7233 -4.5997 -3.3112
H -1.0488 -4.8296 -3.4976
H -1.8637 -3.1328 -3.2885
H -1.3863 -5.5003 -1.3694
H -2.6301 -4.1816 -1.0632
H -1.1431 -2.6640 -0.7513
C 2.5878 5.6664 -0.9249
C 3.5009 4.5740 -1.4736
O 2.7738 3.2957 -1.4321
H 2.5209 5.3970 0.1171
H 1.6085 5.6332 -1.4430
H 3.0007 6.6831 -1.0386
H 4.4185 4.4417 -0.8439
H 3.6859 4.6710 -2.5077
H 2.2165 3.2359 -2.2057
C 2.4201 3.6546 2.5557
C 2.0036 2.4256 1.6865
O 0.9113 2.6863 0.7764
H 1.6748 3.9138 3.2651
H 2.7528 4.5683 2.0795
H 3.3501 3.2502 3.0049
H 1.5919 1.5682 2.3225
H 2.9005 2.0928 1.1794
H 1.3329 2.9143 -0.0845
C -3.6408 -1.6037 1.6800
C -4.0540 -0.4345 0.7503
O -4.5160 0.7194 1.4482
H -2.5631 -1.4479 1.9257
H -3.7657 -2.5983 1.1833
H -4.2455 -1.6817 2.5773
H -4.8988 -0.7420 0.0762
H -3.2282 -0.1401 0.1399
H -4.0164 0.7658 2.3137
C -0.5431 0.0650 -1.1454
C -0.2688 -0.2169 0.2926
O -0.7611 0.8322 1.1222
H 0.0686 -0.5741 -1.7220
H -0.3057 1.0696 -1.4708
H -1.5770 -0.1039 -1.4895
H 0.7861 -0.4106 0.4579
H -0.8039 -1.2058 0.5088
H -0.1056 1.5722 0.9630
C 1.0259 -0.3350 -4.7876
C 1.5990 0.7396 -3.7554
O 1.1228 2.0850 -3.9036
H 1.4408 -0.1542 -5.7775
H -0.0539 -0.1387 -4.7970
H 1.2123 -1.3769 -4.3142
H 2.7095 0.7978 -3.8409
H 1.4636 0.2682 -2.8007
H 0.2156 2.1543 -3.5934

100
Properties=species:S:1:pos:R:3 method="wB97M-V/def2-TZVPD" charge=0 relative_energy_kj_mol=1561.2 homo_ev=-9.3 e_lumo_ev=0.0 orbital_gap_ev=9.3096 fmax_ha_per_bohr=0.2570
C 1.3400 -4.8833 -3.5257
C -0.0960 -4.6943 -3.7767
O -0.1840 -4.0983 -5.0947
O 1.3020 -5.3463 -2.2077
H 1.8230 -3.9893 -3.5247
H 2.0020 -5.8353 -4.0157
H -0.5210 -3.8513 -3.1457
H -0.7270 -5.5003 -3.7567
H 0.2440 -4.6873 -5.5777
H 2.0480 -5.2163 -1.7827
C -3.3480 0.3687 2.1783
C -2.5220 -0.4333 3.2893
O -2.3580 0.3337 4.4313
O -3.1570 -0.3703 1.0663
H -3.0910 1.3537 2.0853
H -4.2970 0.3427 2.4183
H -1.5090 -0.5263 3.1043
H -3.0560 -1.3493 3.5993
H -2.2730 1.1577 4.0563
H -3.0860 -0.0163 0.2003
C -3.0680 1.6207 -3.5837
C -3.2970 1.3987 -2.1267
O -2.1970 1.7907 -1.4847
O -4.1120 1.1437 -4.4177
H -2.1050 1.0057 -4.1607
H -2.8730 2.6897 -3.8347
H -3.6770 0.2977 -2.0017
H -3.9470 2.1357 -1.7567
H -2.1150 2.7597 -1.6697
H -4.1540 0.2047 -4.3227
C 4.1090 -1.5813 1.6223
C 4.5610 -0.2063 2.1073
O 4.9650 -0.3053 3.4103
O 3.4610 -1.5573 0.3463
H 3.2010 -1.7693 2.2183
H 4.9320 -2.3213 1.7263
H 3.7640 0.3787 2.1593
H 5.3600 0.1497 1.3833
H 4.5230 -0.8043 3.8773
H 2.5340 -1.8713 0.3203
C 1.2970 4.6307 2.0973
C 2.6350 3.9637 2.2653
O 3.0030 3.4837 1.0323
O 1.1890 5.2577 3.4053
H 0.6460 3.7857 1.8153
H 1.4290 5.5177 1.2123
H 2.2410 3.0397 2.9663
H 3.4320 4.6457 2.6383
H 2.3980 3.6117 0.4653
H 1.2170 4.7767 4.2053
C 0.3060 -0.2303 -0.7537
C 0.7600 0.7547 0.3623
O 0.0740 2.0257 0.1543
O 0.6680 -1.5323 -0.6297
H 0.5020 0.1037 -1.8927
H -0.8230 -0.1983 -0.8277
H 1.7540 0.8837 0.2923
H 0.4560 0.5257 1.4593
H -0.7770 2.0227 0.1413
H 0.3570 -2.1323 -1.2087
C 2.2980 3.0397 -2.2157
C 1.4090 2.4287 -3.2757
O 2.0040 1.3007 -3.8147
O 1.4860 4.1227 -1.6957
H 3.2540 3.3707 -2.7777
H 2.5820 2.2517 -1.4687
H 1.2770 3.2637 -4.1177
H 0.3890 2.1087 -2.9347
H 1.3670 0.5247 -3.9227
H 0.6850 3.7317 -1.1867
C -1.5280 6.4007 -0.0297
C -2.4940 5.2207 -0.2547
O -2.1950 4.5417 -1.4847
O -1.6200 6.7917 1.2843
H -1.6790 7.3267 -0.6577
H -0.4890 6.4807 -0.3887
H -3.4090 5.5467 -0.2957
H -2.2260 4.4337 0.4793
H -2.7360 4.6047 -2.0917
H -1.4520 7.6127 1.4903
C 2.1600 -4.8453 3.2393
C 1.9310 -5.3213 1.7913
O 1.7670 -4.2103 1.1203
O 2.4830 -6.0283 3.9613
H 1.2930 -4.1123 3.4303
H 2.9490 -4.0023 3.2113
H 1.0820 -5.8823 1.6603
H 2.8920 -5.7463 1.3613
H 0.9730 -4.2133 0.5013
H 1.6540 -6.1403 4.6553
C -3.3210 -4.0093 1.0773
C -2.1970 -3.4883 0.0593
O -1.0730 -4.4633 0.1673
O -4.3080 -3.0773 0.7763
H -2.6990 -3.9863 2.0303
H -3.6380 -5.0813 0.8423
H -1.9080 -2.5133 0.3463
H -2.5570 -3.3073 -0.9497
H -1.2970 -5.3043 -0.2317
H -4.2720 -2.2233 1.2763